[1]
{"formula": "C14H60O23", "method": "wB97M-V/def2-TZVPD", "species": ["O", "H", "H", "O", "H", "H", "O", "H", "H", "O", "H", "H", "O", "H", "H", "O", "H", "H", "O", "H", "H", "O", "H", "H", "O", "H", "H", "C", "C", "O", "O", "H", "H", "H", "H", "H", "H", "C", "C", "O", "O", "H", "H", "H", "H", "H", "H", "C", "C", "O", "O", "H", "H", "H", "H", "H", "H", "C", "C", "O", "O", "H", "H", "H", "H", "H", "H", "C", "C", "O", "O", "H", "H", "H", "H", "H", "H", "C", "C", "O", "O", "H", "H", "H", "H", "H", "H", "C", "C", "O", "O", "H", "H", "H", "H", "H", "H"], "coordinates": [[3.35, -0.87, -0.12], [3.30, -1.79, -0.37], [2.79, -0.79, 0.65], [0.60, 0.72, -3.80], [0.21, 1.02, -2.98], [0.45, 1.44, -4.41], [1.29, 1.27, 3.70], [1.34, 1.56, 2.79], [1.17, 2.08, 4.20], [-0.69, -2.44, 1.41], [-1.54, -2.69, 1.04], [-0.90, -1.72, 2.00], [0.78, -2.65, 2.70], [0.64, -1.98, 3.38], [0.07, -2.52, 2.08], [-1.82, 2.09, 0.57], [-1.82, 1.36, 1.18], [-0.90, 2.29, 0.42], [-0.62, -0.85, 2.68], [-0.79, -0.30, 1.91], [-0.44, -0.22, 3.38], [0.94, 2.21, 1.70], [1.67, 1.67, 1.41], [1.20, 3.11, 1.51], [2.44, -1.34, 1.72], [1.73, -1.82, 2.16], [2.75, -0.72, 2.38], [-2.32, 0.00, -1.09], [-3.35, -0.40, -2.21], [-3.14, 0.38, -3.47], [-3.00, 0.87, -0.24], [-1.32, 0.37, -1.32], [-2.02, -0.84, -0.46], [-4.35, -0.35, -1.78], [-3.27, -1.46, -2.43], [-3.51, -0.19, -4.16], [-2.47, 1.66, -0.11], [-3.26, 1.60, 4.29], [-1.84, 2.06, 3.92], [-1.14, 1.29, 2.95], [-3.98, 1.86, 3.06], [-3.76, 2.10, 5.12], [-3.24, 0.54, 4.54], [-1.27, 2.13, 4.85], [-1.98, 3.08, 3.55], [-0.43, 1.81, 2.58], [-3.43, 1.46, 2.38], [2.88, 1.54, -3.02], [3.23, 2.37, -1.75], [2.20, 2.64, -0.84], [2.43, 0.26, -2.60], [3.84, 1.33, -3.48], [2.25, 2.02, -3.77], [3.78, 3.28, -2.01], [3.89, 1.89, -1.03], [1.87, 1.83, -0.46], [1.55, 0.17, -2.97], [0.77, 0.21, -0.73], [-0.01, -0.44, 0.49], [-0.54, 0.69, 1.22], [1.91, 0.94, -0.25], [0.03, 0.80, -1.27], [1.05, -0.70, -1.26], [0.64, -1.03, 1.13], [-0.82, -1.10, 0.17], [0.20, 1.22, 1.52], [2.62, 0.32, -0.09], [-0.53, 3.96, -1.22], [-0.08, 3.12, -2.48], [0.50, 1.90, -2.11], [0.67, 4.32, -0.52], [-1.01, 3.19, -0.62], [-1.21, 4.80, -1.32], [0.72, 3.74, -2.90], [-0.74, 2.82, -3.30], [1.20, 2.12, -1.49], [0.51, 5.21, -0.19], [-1.14, -3.04, -2.12], [-2.37, -3.60, -1.28], [-2.02, -4.27, 0.02], [-0.74, -1.74, -1.65], [-1.41, -2.86, -3.16], [-0.37, -3.79, -2.02], [-2.89, -4.38, -1.83], [-3.04, -2.78, -1.05], [-1.77, -5.18, -0.21], [-0.67, -1.79, -0.69], [2.30, -3.90, -0.79], [1.43, -3.47, 0.42], [0.08, -3.79, 0.14], [3.43, -3.10, -0.83], [1.67, -3.75, -1.67], [2.67, -4.93, -0.83], [1.47, -2.38, 0.44], [1.75, -3.70, 1.43], [-0.39, -3.52, 0.93], [4.09, -3.55, -1.36]], "homo_ha": -0.3079, "e_above_lowest_kj_mol": 3742.7, "gap_ev": 8.14, "lumo_energy_ev": -0.238, "energy_ev": -62543.0759}

---

[2]
{"formula": "C12H23GdN2O2P2", "method": "wB97M-V/def2-TZVPD", "species": ["Gd", "P", "C", "C", "N", "C", "C", "C", "C", "C", "P", "H", "H", "H", "H", "H", "H", "H", "H", "O", "H", "H", "O", "H", "C", "H", "H", "H", "C", "H", "H", "H", "C", "H", "H", "H", "C", "H", "H", "H", "N", "C"], "coordinates": [[-0.50, -0.84, -0.28], [1.40, 2.04, 1.84], [0.65, 2.88, 0.40], [0.65, 2.32, -1.02], [0.15, 1.08, -1.29], [0.02, 0.67, -2.59], [0.42, 1.47, -3.64], [0.96, 2.72, -3.38], [1.07, 3.13, -2.06], [-0.57, -0.73, -2.85], [-2.31, -1.09, -2.22], [1.48, 4.11, -1.81], [0.29, 1.09, -4.66], [1.27, 3.37, -4.19], [-0.71, -0.89, -3.93], [0.16, -1.53, -2.53], [-0.33, 3.15, 0.67], [1.24, 3.82, 0.35], [-3.99, 5.44, 2.10], [-4.10, 6.30, 1.75], [-3.38, 6.41, 1.12], [0.83, 2.74, 2.95], [0.00, 1.24, 2.49], [0.27, 0.54, 3.10], [-3.29, 0.25, -2.98], [-3.78, -0.12, -3.90], [-4.06, 0.54, -2.26], [-2.67, 1.13, -3.21], [-2.79, -2.56, -3.18], [-3.27, -3.26, -2.48], [-3.51, -2.29, -3.96], [-1.91, -3.05, -3.62], [2.28, 0.55, 1.29], [3.36, 0.73, 1.34], [2.07, -0.33, 1.92], [2.07, 0.29, 0.24], [2.83, 3.04, 2.52], [2.92, 2.86, 3.61], [3.78, 2.76, 2.04], [2.65, 4.11, 2.36], [2.40, -2.83, -0.61], [1.42, -2.18, -0.54]], "homo_ha": [-0.5452, -0.5104], "e_above_lowest_kj_mol": 368.4, "gap_ev": [7.15, 3.62], "multiplicity": 8, "charge": 2, "lumo_energy_ev": [-7.688, -10.267], "energy_ev": -59285.2771}

---

[3]
{"formula": "C21H30N4O2S", "method": "wB97M-V/def2-TZVPD", "species": ["N", "C", "N", "N", "C", "C", "C", "C", "C", "C", "C", "C", "C", "C", "N", "C", "C", "C", "C", "C", "C", "S", "H", "H", "H", "H", "H", "H", "H", "H", "H", "H", "H", "H", "H", "H", "H", "H", "H", "H", "H", "H", "C", "O", "C", "C", "O", "C", "H", "H", "H", "H", "H", "H", "H", "H", "H", "H"], "coordinates": [[2.93, 2.40, 2.93], [2.02, 2.93, 2.25], [2.06, 2.81, 0.84], [0.91, 3.62, 2.84], [-0.09, 2.61, 3.32], [-1.46, 3.25, 3.53], [-2.21, 2.65, 4.70], [-2.50, 1.17, 4.46], [-3.45, 0.97, 3.30], [-4.77, 1.39, 3.45], [-5.68, 1.27, 2.42], [-5.25, 0.74, 1.21], [-3.94, 0.32, 1.04], [-3.02, 0.41, 2.08], [-1.66, 0.01, 1.99], [-1.10, -0.42, 0.76], [0.27, -0.68, 0.75], [0.93, -1.13, -0.38], [0.23, -1.30, -1.57], [-1.13, -1.02, -1.57], [-1.79, -0.60, -0.43], [-3.53, -0.30, -0.57], [2.76, 2.57, 3.92], [1.32, 3.34, 0.40], [1.90, 1.83, 0.59], [0.47, 4.16, 2.11], [0.29, 2.22, 4.26], [-0.14, 1.80, 2.59], [-2.03, 3.13, 2.61], [-1.30, 4.32, 3.66], [-1.69, 2.80, 5.64], [-3.16, 3.18, 4.80], [-1.54, 0.70, 4.25], [-2.89, 0.69, 5.35], [-5.07, 1.79, 4.41], [-6.71, 1.58, 2.55], [-5.97, 0.68, 0.40], [-1.48, -0.71, 2.68], [0.83, -0.54, 1.67], [1.99, -1.33, -0.31], [0.75, -1.64, -2.45], [-1.69, -1.15, -2.49], [3.92, -2.62, -7.07], [4.46, -3.62, -6.23], [4.87, -3.13, -4.96], [3.85, -3.40, -3.89], [2.63, -2.71, -4.12], [1.63, -3.53, -4.71], [3.40, -3.12, -7.89], [3.21, -1.98, -6.54], [4.72, -2.00, -7.50], [5.09, -2.06, -5.02], [5.80, -3.64, -4.70], [4.25, -3.05, -2.93], [3.67, -4.48, -3.80], [1.18, -4.19, -3.96], [2.04, -4.13, -5.53], [0.86, -2.87, -5.11]], "homo_ha": -0.2792, "e_above_lowest_kj_mol": 397.4, "gap_ev": 8.25, "smiles": "[H]/N=C(/N)NCCCCc1cccc2c1Nc1ccccc1S2.COCCOC", "lumo_energy_ev": 0.648, "energy_ev": -43153.3500}

---

[4]
{"formula": "C5H26NO9S", "method": "wB97M-V/def2-TZVPD", "species": ["O", "C", "N", "C", "C", "S", "C", "C", "H", "H", "H", "H", "H", "H", "H", "H", "H", "H", "H", "H", "O", "H", "H", "O", "H", "H", "O", "H", "H", "O", "H", "H", "O", "H", "H", "O", "H", "H", "O", "H", "H", "O"], "coordinates": [[0.46, 2.46, -0.58], [0.59, 1.98, 0.56], [-0.41, 1.33, 1.21], [-1.71, 1.03, 0.59], [-2.71, 0.61, 1.70], [-2.24, -0.90, 2.60], [-1.58, -0.03, -0.48], [1.88, 2.14, 1.32], [-0.15, 0.83, 2.04], [-2.05, 1.96, 0.13], [-3.69, 0.48, 1.19], [-2.84, 1.41, 2.44], [-0.64, -0.62, -0.36], [-1.53, 0.39, -1.46], [-2.47, -0.72, -0.52], [2.46, 2.94, 0.86], [1.76, 2.33, 2.42], [2.47, 1.26, 1.22], [-1.34, 1.90, -3.02], [-0.05, 1.94, -2.09], [-0.38, 1.63, -2.96], [3.00, -1.13, -1.41], [1.53, -0.84, -1.70], [2.26, -0.70, -1.04], [-1.29, -3.44, -2.21], [-1.34, -2.61, -0.89], [-1.46, -2.58, -1.91], [1.39, -0.87, 2.41], [0.49, -0.60, 3.66], [1.15, -0.18, 3.12], [0.71, -2.33, 1.05], [1.76, -1.49, 0.38], [1.59, -2.00, 1.22], [2.08, 2.37, -1.32], [2.73, 0.93, -1.26], [2.96, 1.88, -1.46], [-1.22, -3.53, 1.09], [-1.39, -2.00, 1.26], [-0.95, -2.74, 0.70], [-0.30, -1.49, -2.59], [0.04, -0.02, -3.00], [0.42, -0.94, -2.90]], "homo_ha": -0.1536, "e_above_lowest_kj_mol": 0.0, "gap_ev": 7.06, "charge": -1, "lumo_energy_ev": 2.884, "energy_ev": -36364.1747}

---

[5]
{"formula": "CH2N2O2S", "method": "wB97M-V/def2-TZVPD", "species": ["C", "N", "N", "O", "O", "S", "H", "H"], "coordinates": [[0.26, 1.61, -0.33], [-0.27, 0.81, 0.59], [0.82, 2.19, -1.14], [1.31, -2.32, 0.06], [-0.98, -1.65, -0.44], [0.11, -2.57, -0.61], [0.01, 1.31, 1.44], [-1.26, 0.62, 0.43]], "homo_ha": [-0.3098, -0.3834], "e_above_lowest_kj_mol": 88.8, "gap_ev": [8.95, 5.92], "multiplicity": 3, "lumo_energy_ev": [0.521, -4.517], "energy_ev": -18975.0915}

---

[6]
{"formula": "C3H4NO", "method": "wB97M-V/def2-TZVPD", "species": ["C", "C", "C", "N", "O", "H", "H", "H", "H"], "coordinates": [[0.34, 1.36, -1.25], [0.13, -0.82, 0.45], [-0.76, 0.33, 0.39], [1.28, 0.90, -1.71], [-0.74, 1.31, -0.43], [1.21, -0.57, 0.48], [0.09, -1.47, 1.39], [0.00, -1.49, -0.34], [-1.55, 0.46, 1.02]], "homo_ha": -0.6698, "e_above_lowest_kj_mol": 276.4, "gap_ev": 10.65, "charge": 1, "lumo_energy_ev": -7.574, "energy_ev": -6701.8054}